(1)
DFT (ωB97M-V with the def2-TZVPD basis set) results for an isolated ion of composition C5H15N2 and charge +1 in a non-equilibrium geometry.

Summary:
- Net charge: +1
- Energy relative to the best compared isomer or geometry (same formula, charge and spin): 19.56 kcal per mole
- Lowest unoccupied orbital energy: -3.490 eV
- Structure (SMILES): CC[C@H]([NH3+])CNC
- Kohn-Sham gap: 9.09 eV

Cartesian coordinates (Å):
C (1.1432, -0.6098, -0.3888)
N (1.9950, 0.3466, 0.2143)
C (2.3855, 1.4360, -0.6282)
C (-0.3497, -0.2122, -0.2872)
N (-1.1411, -1.3006, -0.9731)
C (-2.3145, 0.4005, 1.2552)
C (-0.8697, -0.0358, 1.1062)
H (1.3410, -0.7751, -1.4660)
H (1.2611, -1.6142, 0.0389)
H (2.6811, -0.0197, 0.8468)
H (2.8975, 1.1053, -1.5323)
H (2.9876, 2.1756, -0.1002)
H (1.5043, 2.0203, -0.9142)
H (-0.4079, 0.6713, -0.9310)
H (-0.8800, -1.4646, -1.9473)
H (-2.1370, -1.0694, -0.9954)
H (-0.9904, -2.1858, -0.4824)
H (-2.6734, 0.3894, 2.2821)
H (-3.0382, -0.2588, 0.7570)
H (-2.4644, 1.3699, 0.8745)
H (-0.1846, 0.6229, 1.6264)
H (-0.7454, -0.9916, 1.6449)



(2)
DFT (ωB97M-V with the def2-TZVPD basis set) results for C5H15N2 as an isolated structure in a non-equilibrium geometry.

Summary:
- Net charge: +1
- Energy relative to the best compared isomer or geometry (same formula, charge and spin): 71.42 kcal per mole
- Lowest unoccupied orbital energy: -3.145 eV
- Kohn-Sham gap: 10.49 eV

Cartesian coordinates (Å):
C (2.1569, 0.9178, 0.5364)
C (1.3806, -1.2136, -0.7166)
C (-1.5488, -0.6418, 0.6247)
C (1.4097, -0.3695, 0.5375)
C (-0.4702, 0.3897, 0.3258)
N (-0.7720, 1.1218, -0.9350)
N (-2.9297, -0.1654, 0.2074)
H (1.6157, 1.7741, 0.9284)
H (2.6462, 1.1709, -0.3730)
H (2.9901, 0.7738, 1.1864)
H (0.7648, -2.1076, -0.6603)
H (0.8830, -0.5305, -1.5708)
H (2.4250, -1.2666, -0.9883)
H (-1.3168, -0.9541, 1.7000)
H (-1.4601, -1.5094, 0.1184)
H (1.4195, -0.8614, 1.4294)
H (-0.5435, 0.9853, 1.1980)
H (-0.2824, 1.9940, -1.1409)
H (-0.6050, 0.4402, -1.7172)
H (-1.8181, 1.2830, -0.9150)
H (-3.4822, 0.2195, 0.9667)
H (-3.3011, -0.9674, -0.2237)



(3)
DFT (ωB97M-V with the def2-TZVPD basis set) results for an isolated ion of composition C5H15N2 and charge +1 in a non-equilibrium geometry.

Summary:
- Net charge: +1
- Energy relative to the best compared isomer or geometry (same formula, charge and spin): 30.43 kcal per mole
- Lowest unoccupied orbital energy: -3.604 eV
- Structure (SMILES): CNCCCC[NH3+]
- Kohn-Sham gap: 8.40 eV

Cartesian coordinates (Å):
C (1.6732, -1.1370, -0.5269)
C (0.5409, -1.0624, 0.5009)
C (0.4591, 0.3110, 1.1517)
C (-0.0416, 1.5284, 0.3784)
N (-1.3547, 1.3416, -0.1908)
C (-2.3997, 0.7867, 0.6826)
N (1.1383, -1.3013, -1.9348)
H (2.3393, -1.9337, -0.2260)
H (2.2261, -0.2155, -0.5571)
H (-0.4217, -1.4154, 0.1063)
H (0.6606, -1.7931, 1.3025)
H (1.4138, 0.5522, 1.6115)
H (-0.2255, 0.2323, 1.9842)
H (0.5907, 1.7337, -0.4943)
H (0.1123, 2.3446, 1.0773)
H (-1.6663, 2.1618, -0.6856)
H (-2.1320, 0.7931, 1.7345)
H (-2.5410, -0.2682, 0.4247)
H (-3.3371, 1.2977, 0.5151)
H (0.1197, -1.1897, -1.9519)
H (1.3928, -2.2040, -2.3355)
H (1.4526, -0.5628, -2.5667)



(4)
DFT (ωB97M-V with the def2-TZVPD basis set) results for a 2-piece molecular cluster, C5H15N2 overall in a non-equilibrium geometry.

Summary:
- Net charge: +2
- Expectation value of S²: 0.76
- Energy relative to the best compared isomer or geometry (same formula, charge and spin): 71.82 kcal per mole
- Lowest unoccupied orbital energy (spin up / spin down): -9.493 / -14.250 eV
- Spin multiplicity: 2
- Kohn-Sham gap (spin up / spin down): 9.29 / 4.53 eV

Cartesian coordinates (Å):
C (1.3928, 0.0003, 1.3242)
C (1.4773, 1.3572, 0.4898)
C (1.8427, 2.5610, 1.3629)
N (0.8238, -1.0453, 0.4108)
H (2.4134, -0.2844, 1.6956)
H (0.7168, 0.1714, 2.1658)
H (0.5580, 1.4755, -0.0872)
H (2.2445, 1.2808, -0.3039)
H (1.0189, 2.7539, 2.0673)
H (2.7693, 2.3758, 1.9333)
H (1.9806, 3.4530, 0.7962)
H (-0.1044, -0.7872, -0.0808)
H (1.4810, -1.2245, -0.3624)
H (0.7649, -1.9581, 0.8540)
C (-2.0829, -2.1356, -1.3530)
C (-2.1982, 0.2064, -1.3197)
N (-1.5075, -0.8185, -1.0148)
H (-2.3187, -2.7042, -0.4640)
H (-1.3818, -2.7639, -1.9433)
H (-2.9802, -2.0523, -2.0029)
H (-1.7616, 1.2102, -1.2808)
H (-3.2041, 0.1652, -1.7840)



(5)
DFT (ωB97M-V with the def2-TZVPD basis set) results for a 2-piece molecular cluster, C5H15N2O overall in a non-equilibrium geometry.

Summary:
- Net charge: +1
- Energy relative to the best compared isomer or geometry (same formula, charge and spin): 24.66 kcal per mole
- Lowest unoccupied orbital energy: -2.945 eV
- Kohn-Sham gap: 8.88 eV

Cartesian coordinates (Å):
C (1.8237, -1.2567, -1.4596)
C (1.1838, -0.1572, -0.5960)
C (0.5866, -0.6941, 0.6914)
C (0.2088, 0.3823, 1.7116)
C (0.8077, 1.5747, 1.7085)
N (-0.7498, -0.0731, 2.5733)
N (-0.0245, 0.4363, -1.3841)
H (1.1179, -1.8444, -2.0326)
H (2.5953, -0.8021, -2.0724)
H (2.2885, -1.9965, -0.8062)
H (1.8688, 0.6790, -0.5624)
H (1.3718, -1.3229, 1.1320)
H (-0.1444, -1.4712, 0.4507)
H (1.5017, 2.0304, 1.0230)
H (0.5595, 2.2498, 2.5233)
H (-1.0274, 0.5299, 3.3147)
H (-0.9148, -1.0647, 2.6909)
H (-0.7279, -0.2267, -1.7029)
H (0.3564, 1.0764, -2.0862)
H (-0.5176, 1.0366, -0.7102)
H (-3.2895, 0.0276, -3.0013)
H (-3.7044, -0.0263, -1.5831)
O (-2.8939, -0.0709, -2.1296)



(6)
DFT (ωB97M-V with the def2-TZVPD basis set) results for an isolated ion of composition C5H15N2O and charge +1 in a non-equilibrium geometry.

Summary:
- Net charge: +1
- Energy relative to the best compared isomer or geometry (same formula, charge and spin): 33.38 kcal per mole
- Lowest unoccupied orbital energy: -3.212 eV
- Structure (SMILES): CNC[C@H]([NH3+])[C@@H](C)O
- Kohn-Sham gap: 9.79 eV

Cartesian coordinates (Å):
N (0.3413, 1.1336, -1.0903)
C (-0.4042, 0.1744, -0.1697)
C (-1.1583, 1.0472, 0.8652)
C (-1.3852, 0.3937, 2.2289)
O (-0.3790, 2.2643, 1.0162)
C (0.5826, -0.8963, 0.2961)
N (0.7052, -1.9563, -0.6677)
C (1.4058, -1.6653, -1.9212)
H (1.2209, 1.4503, -0.6786)
H (-0.2107, 1.9766, -1.2533)
H (0.5263, 0.7044, -1.9938)
H (-1.1208, -0.3106, -0.8183)
H (-2.1404, 1.3222, 0.4713)
H (-2.3462, -0.1244, 2.2107)
H (-1.5864, 1.1848, 2.9670)
H (-0.5487, -0.2206, 2.5371)
H (-0.9835, 2.9674, 1.2757)
H (0.1531, -1.3244, 1.1956)
H (1.5325, -0.4257, 0.5813)
H (1.1096, -2.7890, -0.2623)
H (1.5862, -2.6223, -2.4101)
H (0.7487, -1.1217, -2.6049)
H (2.3514, -1.1625, -1.7752)



(7)
DFT (ωB97M-V with the def2-TZVPD basis set) results for a 2-piece molecular cluster, C5H15N2O overall in a non-equilibrium geometry.

Summary:
- Net charge: +1
- Energy relative to the best compared isomer or geometry (same formula, charge and spin): 30.08 kcal per mole
- Lowest unoccupied orbital energy: -2.896 eV
- Kohn-Sham gap: 10.88 eV

Cartesian coordinates (Å):
C (1.3679, -0.4943, 1.6687)
N (0.4591, -1.5770, 2.2226)
C (0.7975, -0.1166, 0.2818)
N (-0.6696, -0.3051, 0.0662)
C (-1.1936, 0.7704, -0.9108)
C (-0.3208, 2.0077, -0.5669)
C (0.9621, 1.4212, 0.1407)
H (2.4389, -0.8520, 1.4987)
H (1.5363, 0.3977, 2.2619)
H (0.5192, -2.2729, 1.4872)
H (0.9648, -1.9695, 3.0132)
H (1.3170, -0.6430, -0.4848)
H (-1.2062, -0.1190, 0.9213)
H (-0.9539, -1.2211, -0.3150)
H (-2.1943, 0.8943, -0.5740)
H (-1.0233, 0.4992, -1.9437)
H (0.0529, 2.6867, -1.3141)
H (-0.9705, 2.6781, -0.0043)
H (1.8723, 1.6558, -0.4482)
H (1.0697, 1.9228, 1.1072)
H (-1.1361, -1.3772, -3.1852)
H (-2.1660, -2.3325, -2.5782)
O (-1.5237, -1.6540, -2.3445)



(8)
DFT (ωB97M-V with the def2-TZVPD basis set) results for a 2-piece molecular cluster, C5H15N2O overall in a non-equilibrium geometry.

Summary:
- Net charge: +1
- Energy relative to the best compared isomer or geometry (same formula, charge and spin): 25.12 kcal per mole
- Lowest unoccupied orbital energy: -3.297 eV
- Kohn-Sham gap: 11.06 eV

Cartesian coordinates (Å):
C (-2.0599, -0.9595, -1.2980)
C (-2.0715, 0.4958, -0.6706)
C (-0.9877, 0.6940, 0.3959)
C (0.2337, 1.4979, -0.0283)
N (1.0493, 0.7929, -1.0570)
C (1.9675, -0.1279, -0.8928)
N (2.0338, -0.9355, 0.1265)
H (-2.8611, -1.5861, -0.9543)
H (-2.1912, -0.7439, -2.3358)
H (-1.2926, -1.5805, -0.8924)
H (-1.9585, 1.1912, -1.5415)
H (-3.1044, 0.6956, -0.3129)
H (-0.7399, -0.3159, 0.7325)
H (-1.4710, 1.1461, 1.2930)
H (-0.0987, 2.4244, -0.5426)
H (0.8139, 1.8432, 0.8284)
H (0.8789, 1.1359, -1.9828)
H (2.7128, -0.2728, -1.6850)
H (1.3493, -0.8322, 0.8952)
H (2.5366, -1.8374, 0.0719)
H (1.5798, -1.6411, 3.4126)
H (1.8682, -0.2119, 3.5721)
O (1.8126, -0.8723, 2.8660)



(9)
DFT (ωB97M-V with the def2-TZVPD basis set) results for an isolated ion of composition C5H15N2O and charge +2 in a non-equilibrium geometry.

Summary:
- Net charge: +2
- Expectation value of S²: 0.75
- Energy relative to the best compared isomer or geometry (same formula, charge and spin): 39.62 kcal per mole
- Lowest unoccupied orbital energy (spin up / spin down): -6.986 / -11.555 eV
- Spin multiplicity: 2
- Kohn-Sham gap (spin up / spin down): 11.11 / 6.49 eV

Cartesian coordinates (Å):
N (2.3652, -0.5827, -1.4985)
C (0.8894, -0.2350, -1.1709)
C (0.0334, -0.7900, -2.2777)
C (0.6215, -0.8986, 0.2186)
N (-0.6219, -0.3453, 0.8203)
C (-0.7456, 1.0344, 1.1138)
C (-2.0156, 1.3326, 1.9697)
O (-2.0906, 0.3201, 2.9452)
H (2.6583, -0.0185, -2.3033)
H (2.9757, -0.3163, -0.7327)
H (2.4696, -1.5202, -1.8698)
H (0.9139, 0.8471, -1.0876)
H (-1.0342, -0.8472, -2.0347)
H (-0.0647, -0.0183, -3.0482)
H (0.3621, -1.7052, -2.7662)
H (1.4509, -0.7263, 0.9002)
H (0.4808, -1.9725, 0.0947)
H (-1.0291, -1.0323, 1.4754)
H (-0.8821, 1.6009, 0.1848)
H (0.1577, 1.4209, 1.6148)
H (-1.8354, 2.3324, 2.3697)
H (-2.8732, 1.3555, 1.2931)
H (-2.1862, 0.7644, 3.7892)



(10)
DFT (ωB97M-V with the def2-TZVPD basis set) results for a 2-piece molecular cluster, C5H15N2O2 overall in a non-equilibrium geometry.

Summary:
- Net charge: 0
- Expectation value of S²: 0.76
- Energy relative to the best compared isomer or geometry (same formula, charge and spin): 75.50 kcal per mole
- Lowest unoccupied orbital energy (spin up / spin down): 0.771 / -3.005 eV
- Spin multiplicity: 2
- Kohn-Sham gap (spin up / spin down): 9.64 / 5.86 eV

Cartesian coordinates (Å):
C (-1.5024, -0.5676, -0.2102)
N (-0.3809, -1.5693, 0.1115)
C (-0.3077, -1.8170, 1.6360)
C (0.9465, -0.8274, 2.0656)
O (0.9753, 0.2555, 1.3866)
C (-1.3971, -0.1765, -1.6808)
N (-0.7884, 1.1747, -1.9007)
C (0.7153, 1.0150, -2.1014)
H (-1.1813, 0.4415, 0.4156)
H (-2.4703, -0.7871, 0.1710)
H (0.5598, -1.0491, -0.0924)
H (-0.0357, -2.9096, 1.8330)
H (-1.2507, -1.6095, 2.1453)
H (0.7130, -0.5727, 3.0922)
H (1.9583, -1.1982, 1.9474)
H (-2.2843, -0.2214, -2.2700)
H (-0.7507, -0.9836, -2.1815)
H (-0.9444, 1.7226, -1.0271)
H (1.1123, 1.8214, -2.6378)
H (0.9958, 0.0234, -2.6463)
H (1.1085, 0.8643, -0.9846)
H (0.8581, 2.7680, 0.6407)
H (1.6847, 1.5832, 1.2245)
O (1.6663, 2.6193, 1.0634)



- What is the formula in the eighth record?
  C5H15N2O



- Which of these has the highest energy relative to the best compared isomer or geometry (same formula, charge and spin)?
  C5H15N2O2



- net charge of number 8 (C5H15N2O)?
  +1